Entry 1:
C46H66BGeN2O3P2Sn | the ωB97M-V functional and the def2-TZVPD basis

Net charge: -1

Structure (XYZ):
```
122
C46H66BGeN2O3P2Sn | the Open Molecules 2025 dataset | the ωB97M-V functional and the def2-TZVPD basis
P 1.7223 -2.7911 -0.6377
C -3.5490 -3.7047 -1.6097
C 2.4842 3.1923 0.2281
C -5.0412 0.4564 -3.7404
H -5.8054 0.4872 -0.3470
C -4.7123 0.4375 -2.2401
H -6.6805 -0.3383 -1.6405
C -0.2728 -1.1723 3.4628
H -3.8684 -4.6889 -1.9735
H -3.9634 -0.2226 2.6104
C 1.4103 6.1554 3.0258
N -0.2120 -1.9778 1.0692
H -0.5835 -4.4559 -0.4833
H -0.5136 1.8482 2.5232
H 4.2484 2.9568 1.4362
H 3.8595 -2.0357 1.4952
H 0.8906 -4.6085 -2.6657
C -1.0955 -0.5635 4.4178
H -6.5354 1.4177 -1.6542
H 3.4897 -0.5515 4.0152
C -4.2993 -2.6196 -2.3947
H 5.3275 -2.1008 0.5218
H -6.0550 -2.5680 -1.0924
C 1.0502 7.4997 3.0570
C 0.3310 5.9105 0.9085
C 3.1637 0.4706 4.1780
H 2.9055 0.4869 -4.4278
H -1.2089 2.9345 -0.2650
H 1.5426 1.5955 -4.6299
C 4.3250 -2.5300 0.6371
H 0.0337 -6.0953 -0.1673
Sn -0.1806 -1.2245 -2.4642
H -6.3961 -2.1348 -2.7787
C -5.7955 -2.7783 -2.1338
C -2.4078 -0.2258 4.1120
H 1.7744 -1.4265 1.3595
H 3.1191 -0.5749 -1.9417
C 3.8521 3.0043 0.4274
H -4.6213 -2.1993 -4.5271
C 2.8615 3.0644 -2.1645
C -2.9361 -0.4822 2.8407
H 1.8683 0.3639 -5.8534
C 1.1964 -2.3040 1.0644
Ge 1.3317 3.3748 1.7867
H 1.3599 -6.2214 -2.0991
H 0.7533 -1.4272 3.7027
H -3.7571 -3.6550 -0.5370
H 4.5495 -0.3997 -0.9123
H 2.9222 -0.2034 -0.2370
H 5.1744 -2.4519 -2.0450
H 1.9924 5.7594 3.8487
H -2.9622 -2.6486 -4.1249
H 0.0360 9.0960 2.0388
O 1.0268 -0.3585 -4.1037
C 2.0035 3.2276 -1.0843
C 2.3073 3.0778 4.5865
H 2.5789 0.7626 2.1294
H -0.5937 7.6728 0.1041
C 3.5342 -2.2874 -0.6490
H 0.1675 -4.8296 1.0658
B -1.1310 -1.9326 -0.0747
C 2.6601 1.2125 3.1162
H -5.4925 1.4188 -4.0049
H 0.9408 3.3371 -1.2825
H -2.0243 1.6605 0.6257
H 3.6209 0.4490 6.2798
P -3.5107 -0.9729 -1.9208
H 3.6115 -2.8791 -2.7482
C 4.2242 -2.9604 -1.8451
C 3.5214 -0.7786 -0.9428
H 0.0421 5.3081 0.0509
C 0.2177 -5.0260 -0.0086
H 2.4229 -6.4657 0.2322
H -6.0861 -3.8151 -2.3437
C -4.0115 -2.8436 -3.8901
C -2.1146 -1.0633 1.8877
C 2.8098 2.3353 5.6515
C -0.1652 1.0582 -0.1327
N -2.3465 -1.3890 0.5522
H 2.7002 -5.0441 1.2449
H 4.4425 -4.0153 -1.6673
H 4.4432 -3.5856 0.8728
C -0.0318 7.2519 0.9305
C 1.5918 -4.6696 -0.5959
C -3.8941 1.7061 -1.9079
H -2.8511 1.6281 -2.2306
C 4.7191 2.8671 -0.6528
H -1.1269 3.4767 2.1952
C -0.5060 2.6694 1.8036
O -0.5380 0.6285 -1.2859
H -4.1405 0.3286 -4.3495
H 1.9649 4.0875 4.7715
C 2.6631 -5.3955 0.2102
C 1.0556 5.3295 1.9578
H -3.8866 1.9061 -0.8313
C -3.5926 -0.9947 -0.0671
C -6.0053 0.4851 -1.4219
H 1.3402 8.1173 3.9005
C 1.6156 -5.1558 -2.0578
C 2.2274 2.5324 3.3038
C -1.0519 2.1421 0.4737
H -2.4675 -3.6135 -1.7314
C 0.3238 8.0513 2.0124
O 0.8018 0.6532 0.5185
C 3.2380 1.0307 5.4490
C 1.8532 0.5419 -4.7647
H -4.2322 -3.8845 -4.1570
H -3.0295 0.2485 4.8618
C -0.7909 -1.4154 2.2029
H 1.4192 -3.1072 1.7761
H -4.4190 -1.6366 0.2603
H -5.7516 -0.3276 -4.0124
H 5.7795 2.7222 -0.4779
H 2.4621 3.0477 -3.1720
H 2.8611 2.7757 6.6412
H 2.5977 -5.0270 -2.5162
H -4.3474 2.5729 -2.4022
H 3.6552 -5.2901 -0.2273
H -0.6989 -0.3464 5.4021
H 4.8929 2.7503 -2.7915
H -3.8468 0.0198 0.2511
C 4.2248 2.8893 -1.9493
```

Entry 2:
C46H66CeF2N4O4P2 | the ωB97M-V functional and the def2-TZVPD basis

Net charge: 0

Structure (XYZ):
```
125
C46H66CeF2N4O4P2 | the Open Molecules 2025 dataset | the ωB97M-V functional and the def2-TZVPD basis
O -3.2848 -1.8167 -0.8651
C -3.5884 4.0143 0.4556
H 2.6459 2.3080 3.0058
H -2.4098 5.2196 1.9164
H 7.4714 -0.3735 -0.4035
H -8.6821 -0.5360 0.4126
H 2.6651 -1.3857 -3.0592
C -2.6323 4.2681 1.4891
F 0.2620 3.5362 -0.8277
H 0.1471 0.4584 3.4148
H 4.1150 -0.9676 6.5730
H -2.3024 -1.1599 -1.1942
H 1.0483 -2.6181 5.2044
H -5.7068 2.1691 -0.2022
H -1.4750 -0.0484 3.2739
C 5.3400 -0.6333 -0.7620
H -3.3286 -0.2076 -5.8904
H -0.7203 -2.5657 5.2032
C 2.7530 1.2298 3.2102
H -0.8887 -3.0002 2.8591
C -3.2064 1.0142 -4.0122
C 2.9406 -1.4973 3.5445
H -8.5340 0.3426 -3.0585
C -8.3788 -0.0166 -0.5026
H -2.9800 1.9597 -4.5741
F 0.6851 1.7752 -2.0575
C -7.4455 0.4804 -3.2670
H 4.7328 -2.1193 5.2566
C 3.3844 0.7417 4.3112
O -0.7110 0.6083 2.9737
N 1.9053 0.9165 0.9220
C -6.5792 0.3135 -2.2257
H 6.5219 1.0720 -0.0922
H 5.4357 -0.4617 5.4310
C -0.2878 2.3304 -1.2478
C -5.5913 1.0382 -4.7209
C 0.1606 -2.9411 3.2130
C -4.6963 0.9106 -3.6606
H 4.9676 5.5299 -2.0213
C 2.9789 -0.6119 -3.7929
P 0.9409 -2.0055 1.7404
C -2.8084 -0.1882 -4.9140
H -6.2348 -0.1459 -0.2103
C 3.5698 1.7263 -0.5840
H 0.3524 -4.9965 2.3682
H -0.8778 -0.7537 -2.2069
H 5.0763 -0.8659 0.3006
C 3.3188 4.2730 0.3863
C -4.5262 -1.9143 2.4737
C 5.6120 -1.9636 -1.4534
H -5.4829 -2.3437 0.5120
H 3.6326 1.7297 -4.7930
C -5.2129 0.7061 -2.4001
H 1.7203 -4.5614 3.3929
H -1.7452 -0.1654 -5.1524
H 0.1427 -1.1706 4.6660
H -4.7228 -2.6331 3.2686
H 6.2515 4.6901 -1.1404
H 6.7885 0.6317 -1.8048
H -7.5617 0.8940 -5.3823
P 3.6668 0.0554 -1.3451
H -0.0998 -3.2976 -0.7561
C 0.1809 -2.3183 4.6212
C 3.5682 -0.6399 4.4373
H -1.3617 2.7035 2.5221
C 2.9246 -3.8861 0.9889
C 3.9794 0.4129 -3.1307
H 0.1464 -4.6296 0.3791
H 2.1155 -2.2959 -0.2745
H 4.5621 2.5334 -3.4915
C -4.6669 1.8255 -0.4443
C 0.6291 -4.4392 3.2617
O -1.3479 -0.4101 -1.4652
C 6.5829 0.2209 -0.7913
H 3.8414 1.3756 5.0970
C 4.3531 4.0407 -0.5116
C 3.7266 1.7715 -3.7020
H -5.3689 -1.1724 2.6579
N -2.6297 2.0021 1.0072
N -4.3386 0.9757 -1.3218
C -3.1810 -1.1934 2.5519
C -4.5282 -2.5058 1.0738
H 2.6634 -4.8108 1.5176
H -5.2441 1.2734 -5.7332
H 1.2013 -4.4893 -1.0097
C -6.9461 0.7845 -4.5059
N -2.6105 -1.2144 1.2922
Ce -0.6249 0.4813 0.4866
H 3.0876 5.2838 0.7540
C 0.6713 -3.9027 -0.2645
H -6.9417 -1.4974 -1.2195
C 4.5304 -1.0887 5.5184
C -3.3685 -1.7898 0.4095
H -4.2509 4.6517 -0.1099
H 6.4345 -2.4885 -1.0030
H 3.0132 -2.5439 3.7306
C 4.4493 2.7183 -1.0087
C -7.0161 -0.4136 -0.9456
C 1.7505 -3.0513 0.4308
H 3.5448 -1.1422 -4.5511
H 5.7362 -1.8642 -2.5572
C 2.6109 1.9815 0.3944
C -2.0523 3.0250 1.7638
H 0.1138 -4.9366 4.0905
H 5.2385 2.4815 -1.6597
H 4.7375 -2.5851 -1.2382
C 2.5088 3.2654 0.8785
H 3.5338 -3.2225 1.6302
C 2.2339 -1.0219 2.4476
H -1.1210 2.5861 -1.9269
H 5.3673 5.9122 -0.2583
H 2.7923 2.2470 -3.2897
H -4.3062 -3.5736 1.1412
H -9.0012 -0.2190 -1.3525
H 1.6417 3.5280 1.5354
H 3.5528 -4.1133 0.1712
C 5.2716 5.0867 -1.0309
C 2.3110 0.4163 2.1766
H -3.0391 -1.1738 -4.4379
H -8.4601 1.0455 -0.3082
H 2.0466 -0.0761 -4.1172
C -3.6543 2.5548 0.2957
H -2.5992 1.1034 -3.1186
O -2.6015 -0.7793 3.6053
H 5.0758 0.2235 -3.2865
```

Entry 3:
C46H68BClN10O6P | the ωB97M-V functional and the def2-TZVPD basis

Net charge: +1

Structure (XYZ):
```
133
C46H68BClN10O6P | the Open Molecules 2025 dataset | the ωB97M-V functional and the def2-TZVPD basis
H 6.5938 -1.3073 -1.7025
H 6.8995 -1.9066 0.7999
H 6.3547 0.2968 3.9954
Cl -3.8756 0.4120 -1.5977
H 6.6759 1.7234 -0.6761
C -0.1882 -0.2218 -0.1147
H 2.4140 7.1929 2.1268
H 1.5070 5.3014 6.5508
H -7.3716 0.1861 -5.1935
C 2.3187 4.5547 -1.7748
C 1.9558 4.9717 4.4731
C -2.7221 -4.8218 4.1590
H 3.5552 2.6042 -3.6277
N 0.9872 0.7352 -0.3267
O -1.1703 -2.4085 -0.5100
N 2.2077 5.4711 3.2433
H 1.4957 5.5339 0.1763
H -5.4151 0.8551 -3.7888
C -2.6098 -0.1007 1.2110
C -2.4224 -7.1837 4.4686
P 1.2649 -1.9144 -1.6477
C -2.7521 -5.9371 4.9899
H 1.9889 5.5069 -2.4086
H 3.5088 -1.1052 -9.1914
H -2.6965 -1.2738 1.2808
H -2.9731 -3.8364 4.5348
N -2.0361 -6.1988 2.2987
C 5.9794 0.0081 1.6660
C -7.2958 1.1876 -4.7855
H -1.0890 0.3880 3.7892
C -1.5447 2.6972 3.5365
C -8.2828 2.1281 -5.0327
H 5.6199 1.0914 1.3193
H -7.8456 -5.7352 6.6942
N -1.2605 0.4041 0.7492
C 1.7183 7.1391 5.4346
C -2.0724 -7.2631 3.1302
N -0.6853 1.6605 1.0499
H 1.6690 3.7452 1.7042
C -6.2092 1.5645 -4.0029
C 1.7060 5.7567 5.5873
C 4.6299 1.4263 -1.8668
H 2.9829 -2.8766 -0.6507
H 5.4064 2.3063 -3.8359
H 1.7290 0.4036 -8.2943
H -1.8443 -5.6844 -3.4401
C 6.1951 1.0109 -1.4722
C -1.8869 -2.6949 -1.7624
C 6.9693 0.1389 2.9998
H 0.4276 1.5523 3.6485
H 0.9814 0.1152 -5.9265
N 2.5513 -1.9266 -0.6346
H 1.9604 3.8877 4.5418
H 6.7850 0.9815 -2.4914
H 1.9937 8.7568 4.0290
C 1.6511 3.2979 0.5988
O -1.5102 4.1328 1.2809
C -2.3630 -5.0020 2.8329
C 1.3185 4.5249 -0.4360
C -2.0494 -4.3452 -1.9813
H 2.0532 0.0301 -2.6421
H -1.4063 -2.1852 -2.7212
H -2.8485 0.2985 2.3100
C -7.7300 -4.4270 3.5792
H -1.0680 -6.3175 -1.3060
C -8.1490 -4.5833 4.8964
H 7.5628 -0.8888 3.0603
H 4.4634 -2.8481 -7.6778
H 2.0554 3.5948 -2.3903
C 1.9765 7.6836 4.1808
H 4.1821 0.4483 -2.3848
H 2.0544 -1.6729 -4.5509
O -1.6461 -4.6832 -3.3870
H 7.7396 1.0049 2.7945
C -7.5554 -5.5759 5.6595
H 1.5787 -3.3580 -3.3055
C -3.7978 0.5770 0.2547
H 1.5281 7.7869 6.2854
H -1.8038 -8.2130 2.6773
H -2.3282 -4.1630 2.1436
O 1.4954 -0.7517 -2.9672
C -6.7403 -5.2644 3.0754
H 2.7625 2.9039 0.4202
N -8.2542 3.3912 -4.5550
H -8.9186 -3.9471 5.3186
H 4.0084 1.6858 -0.9095
H -5.4366 -6.9104 3.5673
C 2.3446 -1.5137 -5.5856
N -0.2066 -1.4848 -0.6684
H -3.1920 -4.6841 -1.9148
C 6.0950 -0.5673 -0.9415
H -2.7050 2.6088 3.7598
N 3.3059 -2.3427 -6.0471
H -1.4052 4.8727 1.9491
H 7.9539 -0.3232 0.3893
H -0.5562 1.5420 5.2895
C 3.6909 -2.1682 -7.3303
H 4.1109 5.9085 -1.3836
C 4.5825 2.5988 -3.0267
H -7.1891 4.7474 -3.4234
H -5.3165 3.1840 -2.8858
H -3.0104 -2.2923 -1.7366
H 5.0855 4.8782 -3.3864
H -2.4371 -8.0722 5.0896
H -3.0303 -5.8353 6.0348
C 1.7510 -0.5210 -6.3487
H -1.1561 3.6666 4.0716
C -7.1877 3.7275 -3.7968
C 0.6744 1.9885 0.4651
C 2.2113 6.8167 3.1257
H 0.1724 4.5557 -0.7428
H 6.0074 4.0068 -1.9386
B -1.2263 2.8024 1.8971
C -6.2091 -6.2305 3.9148
C 3.1597 -1.2021 -8.1696
C -6.1501 2.8591 -3.4979
H -0.1806 -4.8236 -0.5756
N -6.5941 -6.4050 5.1980
H -1.8923 -5.4276 0.1365
O -4.7747 1.3344 0.8249
H 4.9810 -0.9005 -0.7710
H -9.1492 1.8834 -5.6410
C 3.9047 4.7329 -1.3998
O 1.1712 -3.4926 -2.3776
H -8.1710 -3.6587 2.9507
C 6.8577 -0.7685 0.5202
C -1.2518 -5.2296 -0.8499
H 4.2133 4.3434 -0.3387
C 4.9537 4.1031 -2.4914
C -0.6621 1.4402 4.1173
H -6.3912 -5.1675 2.0537
C 2.1700 -0.3647 -7.6659
H 5.0400 -0.6479 1.9950
```

Number 1: E_tot -5126.564654 a.u., M 959.13 Da. Number 2: E_tot -3669.885651 a.u., M 979.12 Da. Number 3: E_tot -3618.265947 a.u., M 934.35 Da.